# 1
26
Properties=species:S:1:pos:R:3:forces:R:3 method="wB97M-V/def2-TZVPD" homo_ha=-0.635 total_charge=+2 de_lowest_kcal_mol=10.9 orbital_gap_ev=7.48
C 2.045845 -1.507980 1.691637 -0.683 1.706 -0.197
C 2.569587 -1.587351 0.423429 1.299 -1.907 0.769
C 0.874806 -0.734514 1.871885 1.853 -1.786 1.501
C 1.926585 -1.054638 -0.675728 -0.200 0.394 -1.544
C 0.167782 -0.204234 0.815712 0.812 -1.128 -0.971
C -1.009738 0.564066 0.997337 -0.238 -0.180 0.656
C 0.686104 -0.478245 -0.489499 0.378 0.360 1.274
C -1.081168 0.586748 -1.726856 -4.667 1.509 -1.158
C -3.255529 0.088811 0.223892 -0.389 0.683 0.245
C -1.024861 1.686431 1.927108 -2.088 0.850 0.820
C 0.770983 0.238152 -2.910668 1.327 -4.518 1.217
N -2.018930 0.304640 0.200966 0.951 0.410 -0.105
N 0.038328 0.105447 -1.594591 3.184 -0.278 -1.379
O -2.011161 1.035220 -2.241118 0.881 -0.164 0.148
H 2.622658 -1.832215 2.562791 -0.497 -0.263 -0.382
H 3.462595 -2.242232 0.380732 -0.319 0.932 -0.693
H 0.613052 -0.839116 2.916315 -0.964 1.099 0.022
H 2.401684 -1.028890 -1.693812 -0.507 -0.425 1.391
H -3.869196 0.229416 -0.688455 0.331 -0.393 0.596
H -3.631151 -0.101344 1.228534 -0.754 -0.420 -0.320
H -2.016352 1.723270 2.496350 1.171 -0.177 -0.572
H -1.072879 2.629683 1.353854 0.182 -0.171 -0.001
H -0.183500 1.742432 2.603737 0.212 -0.206 -0.041
H 0.312125 0.823824 -3.577289 -2.572 1.848 -2.428
H 0.976013 -0.810934 -3.266787 -0.736 1.096 0.033
H 1.706316 0.663551 -2.829478 2.038 1.130 1.120



# 2
26
Properties=species:S:1:pos:R:3:forces:R:3 method="wB97M-V/def2-TZVPD" s_squared=2.0271 homo_ha="-0.410 / -0.454" total_charge=+1 de_lowest_kcal_mol=41.4 orbital_gap_ev="7.12 / 5.30" spin_multiplicity=3
C -0.065479 1.029974 1.764271 1.729 -0.926 1.396
C 0.307855 -1.378543 -1.872014 -3.625 1.656 0.882
C 1.529088 1.805869 -0.351831 -1.430 -1.166 0.898
C -0.486845 -0.875692 -0.662684 1.675 -1.981 -0.095
C -0.906840 0.100764 1.298688 -0.372 0.886 -0.434
C -0.104803 -1.818348 0.436366 -2.047 -0.227 3.048
C 2.549344 -0.240877 -1.445802 -4.810 0.362 -1.262
C 0.709268 2.067903 0.914553 -0.084 0.715 1.050
C -0.823297 -1.285623 1.769787 -0.110 -0.243 -1.251
C -1.350227 0.047792 -0.130978 2.493 -0.625 -0.950
C -2.144041 1.041058 -0.839521 0.925 2.271 1.130
N 2.051951 0.764263 -0.854937 0.616 1.137 1.743
N 0.414853 -2.965028 0.420731 0.766 0.319 -1.158
N 1.567550 -1.000917 -2.103953 4.413 -1.098 -0.139
H 0.331635 0.651669 2.810230 -0.350 1.595 -2.166
H -0.190234 -2.049375 -2.569468 0.579 0.227 -0.105
H 1.493152 2.757465 -0.818643 1.133 0.803 -1.248
H 0.130560 3.007550 0.699538 0.147 -0.993 -0.095
H 1.565891 2.569614 1.471614 -0.757 -0.659 0.108
H -0.186745 -1.380239 2.605650 0.805 -0.258 0.923
H -1.765886 -1.785485 1.983625 -0.097 -0.101 -0.386
H -2.965169 0.603268 -1.300535 -1.588 -0.905 -0.914
H -1.507798 1.458686 -1.651186 -0.619 0.275 0.513
H -2.553756 1.795221 -0.091222 0.712 -0.606 -1.268
H 0.380328 -3.380677 1.347282 0.036 -0.136 -0.062
H 2.019644 -1.540292 -2.829561 -0.140 -0.322 -0.157



# 3
26
Properties=species:S:1:pos:R:3:forces:R:3 method="wB97M-V/def2-TZVPD" homo_ha=-0.147 total_charge=-1 de_lowest_kcal_mol=25.6 orbital_gap_ev=6.83
C -1.865149 3.765394 1.283316 -0.483 -0.286 -1.366
C -2.153892 3.945423 -0.281119 1.129 -0.701 0.779
O -1.152056 3.689870 -1.010343 -0.596 0.381 0.046
O -3.310120 4.263744 -0.594542 -0.134 0.155 -0.153
H -2.792739 3.416504 1.733172 -0.017 0.218 0.310
H -1.554971 4.729384 1.664587 0.015 0.191 0.332
H -1.083378 3.020715 1.430427 0.101 0.116 0.006
C 3.031736 -2.990708 -0.192427 0.677 0.520 0.209
C -0.397370 -1.418469 0.072633 1.828 -0.229 0.705
C 0.995242 -1.276498 -0.277025 -1.477 0.202 -0.618
C 1.657465 -2.483747 0.117525 0.052 -1.216 0.053
C 0.727296 -3.269489 0.732362 -0.322 1.090 -0.049
C -0.933460 0.701751 -0.843800 0.006 -0.910 0.408
C -1.349008 -0.456297 -0.196717 -0.545 0.580 -1.356
C 0.426413 0.903003 -1.110840 -0.373 0.452 -0.615
C 1.351750 -0.096589 -0.960272 0.745 0.054 1.263
N -0.489454 -2.606464 0.752971 -0.051 -1.293 0.200
H -1.631037 1.441885 -1.193460 -0.122 0.258 0.241
H -2.410239 -0.680682 -0.182363 0.005 0.048 0.575
H 0.666042 1.886532 -1.499003 0.223 -0.126 -0.087
H 2.402696 0.123504 -1.117151 0.001 -0.130 -0.362
H -1.252954 -2.995298 1.280355 -0.235 0.463 -0.316
H 0.834300 -4.237075 1.183241 0.020 -0.180 0.067
H 3.746869 -2.170781 -0.072978 0.121 -0.096 -0.290
H 3.137614 -3.423517 -1.188159 -0.130 0.336 -0.233
H 3.398407 -3.782097 0.469611 -0.439 0.105 0.251



# 4
26
Properties=species:S:1:pos:R:3:forces:R:3 method="wB97M-V/def2-TZVPD" homo_ha=-0.169 total_charge=-1 de_lowest_kcal_mol=16.7 orbital_gap_ev=7.92
C 3.470318 -0.590379 0.866193 0.680 -1.301 0.669
C -0.096052 -0.532878 -0.219131 -0.820 -1.440 0.863
C 0.950946 -1.249498 0.428277 -0.093 0.499 -0.432
C 2.068337 -0.341342 0.425947 0.042 0.232 -0.822
C 1.652293 0.750245 -0.312984 0.465 -0.457 1.265
C -1.355211 -1.155411 -0.247560 -0.484 0.307 0.263
C -1.478378 -2.489438 0.077979 0.312 -0.164 -0.200
C -0.389273 -3.268319 0.541350 -0.522 0.949 -0.493
C 0.792522 -2.592683 0.792929 0.589 -0.163 0.085
N 0.322491 0.667753 -0.657294 0.089 1.121 0.452
H -2.290722 -0.619681 -0.383340 0.283 0.195 -0.614
H -2.452923 -2.929240 -0.106331 0.056 -0.194 0.292
H -0.270956 1.624971 -0.739159 0.926 -0.587 -0.981
H -0.554481 -4.334334 0.598491 0.379 -0.088 0.477
H 2.304003 1.587282 -0.512144 -0.455 0.302 -0.280
H 1.676059 -3.043347 1.239099 -0.209 -0.417 -0.059
H 4.199237 0.129990 0.502879 -0.125 0.106 -0.229
H 3.816511 -1.604521 0.596113 -0.090 0.290 -0.679
H 3.674809 -0.698121 1.944076 -0.666 0.656 0.113
C -2.785160 2.505176 -0.628033 -0.148 0.816 1.039
C -1.625030 3.482381 -0.913896 0.161 0.534 0.250
O -0.469447 3.025805 -1.186608 -0.470 -0.441 0.165
O -1.899481 4.679085 -0.745203 -0.066 -0.118 -0.230
H -3.672360 3.139981 -0.633131 -0.225 -0.373 -0.519
H -2.703410 2.284218 0.445525 0.219 -0.354 -0.122
H -2.884642 1.572306 -1.174046 0.172 0.091 -0.273



Copy entry 3 word for word.
26
Properties=species:S:1:pos:R:3:forces:R:3 method="wB97M-V/def2-TZVPD" homo_ha=-0.147 total_charge=-1 de_lowest_kcal_mol=25.6 orbital_gap_ev=6.83
C -1.865149 3.765394 1.283316 -0.483 -0.286 -1.366
C -2.153892 3.945423 -0.281119 1.129 -0.701 0.779
O -1.152056 3.689870 -1.010343 -0.596 0.381 0.046
O -3.310120 4.263744 -0.594542 -0.134 0.155 -0.153
H -2.792739 3.416504 1.733172 -0.017 0.218 0.310
H -1.554971 4.729384 1.664587 0.015 0.191 0.332
H -1.083378 3.020715 1.430427 0.101 0.116 0.006
C 3.031736 -2.990708 -0.192427 0.677 0.520 0.209
C -0.397370 -1.418469 0.072633 1.828 -0.229 0.705
C 0.995242 -1.276498 -0.277025 -1.477 0.202 -0.618
C 1.657465 -2.483747 0.117525 0.052 -1.216 0.053
C 0.727296 -3.269489 0.732362 -0.322 1.090 -0.049
C -0.933460 0.701751 -0.843800 0.006 -0.910 0.408
C -1.349008 -0.456297 -0.196717 -0.545 0.580 -1.356
C 0.426413 0.903003 -1.110840 -0.373 0.452 -0.615
C 1.351750 -0.096589 -0.960272 0.745 0.054 1.263
N -0.489454 -2.606464 0.752971 -0.051 -1.293 0.200
H -1.631037 1.441885 -1.193460 -0.122 0.258 0.241
H -2.410239 -0.680682 -0.182363 0.005 0.048 0.575
H 0.666042 1.886532 -1.499003 0.223 -0.126 -0.087
H 2.402696 0.123504 -1.117151 0.001 -0.130 -0.362
H -1.252954 -2.995298 1.280355 -0.235 0.463 -0.316
H 0.834300 -4.237075 1.183241 0.020 -0.180 0.067
H 3.746869 -2.170781 -0.072978 0.121 -0.096 -0.290
H 3.137614 -3.423517 -1.188159 -0.130 0.336 -0.233
H 3.398407 -3.782097 0.469611 -0.439 0.105 0.251